Molecular formula: C5H8N
Method: DFT, ωB97M-V/def2-TZVPD

* DFT total energy: -249.56124 Eh
* LUMO (spin up / spin down): -4.6 / -4.6 eV
* charge: +1
* HOMO-LUMO gap (spin up / spin down): 8.69 / 8.68 eV
* relative energy (zero: lowest compared OMol25 entry of this formula, charge and spin): 165.60 kcal per mole
* highest occupied orbital energy (spin up / spin down): -13.268 / -13.266 eV

XYZ file:
```
14
Properties=species:S:1:pos:R:3:forces:R:3
C 2.41698 0.06601 -0.58177 -3.9 3.0 7.0
C 2.07579 0.66689 0.52082 -0.2 -0.7 -2.4
C -0.22608 -1.11939 0.43613 4.3 -3.2 -1.2
C 0.56820 0.11505 0.43698 3.8 -0.4 -0.2
C -1.88763 0.66005 -0.03875 -0.2 -2.3 1.7
N -0.59654 -0.05761 -0.42075 -2.0 3.0 -2.4
H 2.61851 -0.36335 -1.43300 1.1 -2.3 -4.2
H 2.62411 1.34872 1.20411 -1.1 -0.6 -0.1
H 0.18107 -2.04513 -0.08914 -0.5 1.4 0.4
H -0.69508 -1.46571 1.29439 -1.9 0.2 1.4
H -1.77697 1.15975 0.95869 0.1 -0.5 -1.0
H -2.11407 1.32038 -0.80694 -0.5 1.4 -1.2
H -2.66612 -0.17375 0.01769 0.9 1.3 -0.1
H -0.52214 -0.11191 -1.49844 0.0 -0.4 2.3
```
Positions in Å, forces in eV/Å.

Löwdin population analysis, charges in e, atoms 1 to 6: number 1, C, carries 0.250; number 2, C, carries -0.055; number 3, C, carries -0.085; number 4, C, carries -0.055; number 5, C, carries 0.045; number 6, N, carries -0.101

***

Molecular formula: C5H8N
Method: DFT, ωB97M-V/def2-TZVPD

* DFT total energy: -249.66166 Eh
* LUMO: -5.5 eV
* charge: +1
* SMILES: C=C1[C@H](C)[N+]1=C
* HOMO-LUMO gap: 9.75 eV
* relative energy (zero: lowest compared OMol25 entry of this formula, charge and spin): 102.59 kcal per mole
* highest occupied orbital energy: -15.238 eV

XYZ file:
```
14
Properties=species:S:1:pos:R:3:forces:R:3
C 0.54623 0.90864 -0.21064 -3.2 -1.6 -2.3
C 0.83185 2.16647 -0.02705 2.3 1.8 1.5
C 1.72761 -1.24843 0.23573 -2.0 -2.5 -1.6
C -0.46350 -0.16795 -0.83411 1.2 2.7 5.3
C -1.55771 -0.41396 0.18113 0.0 -3.0 -2.5
N 0.81755 -0.46084 -0.13342 1.5 1.5 -0.2
H 1.76300 2.46914 0.59327 -1.6 -0.7 -1.1
H 0.26991 3.05971 -0.40312 0.3 -1.4 0.2
H 1.62758 -2.25934 -0.13827 -0.1 -0.2 0.0
H 2.47352 -1.13203 0.93563 1.7 1.4 1.2
H -0.76647 -0.32861 -1.79427 0.5 -0.7 -2.9
H -1.72878 -1.48916 0.29272 0.7 -0.3 0.2
H -2.49352 -0.23883 -0.25466 -1.4 1.5 -0.4
H -1.36324 -0.02464 1.09925 0.2 1.4 2.5
```
Positions in Å, forces in eV/Å.

Löwdin population analysis, charges in e, atoms 1 to 6: number 1, C, carries -0.163; number 2, C, carries 0.135; number 3, C, carries 0.239; number 4, C, carries -0.049; number 5, C, carries -0.015; number 6, N, carries 0.005

***

Molecular formula: C5H8N
Method: DFT, ωB97M-V/def2-TZVPD

* DFT total energy: -249.62605 Eh
* LUMO: -5.0 eV
* charge: +1
* HOMO-LUMO gap: 12.20 eV
* relative energy (zero: lowest compared OMol25 entry of this formula, charge and spin): 124.93 kcal per mole
* highest occupied orbital energy: -17.252 eV

XYZ file:
```
14
Properties=species:S:1:pos:R:3:forces:R:3
C 1.78054 0.93898 0.78388 0.8 1.3 0.5
C -0.40709 -0.90733 -0.38694 -1.2 -0.7 -1.1
C 0.92448 -1.42743 0.11448 -2.7 -1.8 4.8
C 0.05326 0.55143 -0.40148 -2.3 -1.4 0.7
C -0.92254 1.44364 0.20562 -2.4 -2.0 0.9
N 1.36049 -0.12700 0.50089 0.6 0.3 0.2
H -0.67452 -1.21561 -1.47787 0.0 0.2 2.3
H -1.21377 -0.98448 0.42902 1.1 -0.5 -1.8
H 0.85414 -2.13714 1.07253 0.3 1.6 -2.2
H 1.57422 -1.79437 -0.54988 2.4 -1.6 -2.6
H 0.33842 0.81331 -1.34794 1.9 0.9 -2.0
H -1.44598 1.96677 -0.57585 -0.1 0.4 -0.4
H -0.53904 2.11286 0.88669 0.8 1.8 1.4
H -1.68260 0.76637 0.74686 1.0 1.5 -0.6
```
Positions in Å, forces in eV/Å.

Löwdin population analysis, charges in e, atoms 1 to 6: number 1, C, carries 0.321; number 2, C, carries -0.088; number 3, C, carries -0.081; number 4, C, carries -0.194; number 5, C, carries -0.022; number 6, N, carries -0.008

***

Molecular formula: C5H8N
Method: DFT, ωB97M-V/def2-TZVPD

* DFT total energy: -249.61416 Eh
* LUMO: -5.1 eV
* charge: +1
* SMILES: CC=C=C=[NH+]C
* HOMO-LUMO gap: 10.15 eV
* relative energy (zero: lowest compared OMol25 entry of this formula, charge and spin): 132.39 kcal per mole
* highest occupied orbital energy: -15.257 eV

XYZ file:
```
14
Properties=species:S:1:pos:R:3:forces:R:3
C 0.40446 1.22129 -0.37670 -2.0 -1.7 0.3
C -0.62632 1.43459 0.34540 0.8 1.5 -1.3
C -1.30627 0.30327 0.46210 -1.9 -1.0 2.4
C -2.36204 -0.37383 -0.33745 1.6 2.5 -1.9
C 2.24353 -0.07216 0.38378 1.0 -0.5 -1.7
N 1.17108 0.21699 -0.60012 4.8 0.9 -1.1
H -1.07744 -0.20312 1.45396 -0.3 0.3 -1.1
H -1.98570 -1.28584 -0.64470 0.9 -2.7 0.3
H -2.47840 -0.00069 -1.39215 -0.7 0.8 1.4
H -3.18084 -0.49840 0.31203 -1.5 -0.2 0.3
H 3.28034 0.25249 0.21757 -0.6 0.5 -1.0
H 2.06754 0.21461 1.34003 -1.4 1.1 2.7
H 2.26734 -1.10270 0.33904 0.4 -2.4 0.3
H 1.58271 -0.10649 -1.50277 -1.3 1.0 0.2
```
Positions in Å, forces in eV/Å.

Löwdin population analysis, charges in e, atoms 1 to 6: number 1, C, carries 0.019; number 2, C, carries 0.082; number 3, C, carries -0.053; number 4, C, carries -0.009; number 5, C, carries -0.006; number 6, N, carries 0.039

***

Molecular formula: C5H8N
Method: DFT, ωB97M-V/def2-TZVPD

* DFT total energy: -249.59458 Eh
* LUMO (spin up / spin down): -5.1 / -5.2 eV
* charge: +1
* HOMO-LUMO gap (spin up / spin down): 8.17 / 7.93 eV
* relative energy (zero: lowest compared OMol25 entry of this formula, charge and spin): 144.68 kcal per mole
* highest occupied orbital energy (spin up / spin down): -13.294 / -13.137 eV

XYZ file:
```
14
Properties=species:S:1:pos:R:3:forces:R:3
C -0.26582 -0.52157 -1.22352 -0.3 1.7 1.7
C 0.73143 0.41575 -0.41252 1.1 0.0 -0.6
C -0.13455 -1.62887 -2.30984 0.5 1.5 2.9
C -0.79247 -0.44209 0.28539 -0.8 -1.1 0.1
C 0.17164 1.29070 1.95989 0.1 0.8 1.4
N 0.05552 0.52371 0.78272 -0.5 -3.3 -5.6
H -0.91526 0.23166 -1.69484 0.0 0.2 0.2
H 1.79460 0.51333 -0.53087 0.3 0.6 0.0
H -0.66259 -1.47379 -3.22697 -0.1 0.1 -0.2
H 0.47006 -2.49342 -2.12563 0.1 -0.2 0.0
H -1.24989 -1.22655 0.85921 -0.5 0.1 0.4
H -0.01334 0.66144 2.83170 0.1 0.0 -0.1
H 1.16753 1.73015 2.01316 -0.1 -0.1 0.0
H -0.57080 2.09386 1.96061 0.1 -0.1 -0.1
```
Positions in Å, forces in eV/Å.

Löwdin population analysis, charges in e, atoms 1 to 6: number 1, C, carries -0.177; number 2, C, carries 0.083; number 3, C, carries 0.156; number 4, C, carries 0.080; number 5, C, carries 0.024; number 6, N, carries -0.069

***

Molecular formula: C5H8N
Method: DFT, ωB97M-V/def2-TZVPD

* DFT total energy: -249.71374 Eh
* LUMO: -4.8 eV
* charge: +1
* SMILES: C=[N+]1C[C@@H]2C[C@@H]21
* HOMO-LUMO gap: 10.59 eV
* relative energy (zero: lowest compared OMol25 entry of this formula, charge and spin): 69.91 kcal per mole
* highest occupied orbital energy: -15.430 eV

XYZ file:
```
14
Properties=species:S:1:pos:R:3:forces:R:3
C 0.47101 -0.95163 -0.45582 1.2 -3.5 0.8
C -1.01810 -0.89740 1.56637 -1.0 1.7 -0.2
C -0.51486 0.83730 -0.15819 -1.0 2.1 -0.6
C 0.33075 0.30203 -1.25584 1.9 0.6 0.5
C 0.89738 1.37319 -0.36484 -0.1 -0.2 0.3
N -0.45176 -0.38758 0.55585 -0.4 -0.8 0.2
H 0.09250 -1.82618 -1.03685 -0.2 0.5 0.9
H 1.38639 -1.33893 0.17146 -1.0 1.2 -1.9
H -1.73537 -0.24078 2.14894 1.0 -1.2 -0.6
H -0.81514 -1.93794 1.68213 -0.1 -0.6 0.8
H -1.43311 1.38855 -0.24412 -0.1 0.2 0.3
H 0.18971 0.33674 -2.31143 0.0 0.1 -0.4
H 1.49539 0.95528 0.45337 0.5 0.8 -0.6
H 1.10522 2.38735 -0.75103 -0.5 -0.7 0.5
```
Positions in Å, forces in eV/Å.

Löwdin population analysis, charges in e, atoms 1 to 6: number 1, C, carries -0.055; number 2, C, carries 0.217; number 3, C, carries -0.162; number 4, C, carries -0.149; number 5, C, carries 0.021; number 6, N, carries -0.078

***

Molecular formula: C5H8N
Method: DFT, ωB97M-V/def2-TZVPD

* DFT total energy: -249.67017 Eh
* LUMO: -5.1 eV
* charge: +1
* SMILES: C#[N+]/C(C)=C\C
* HOMO-LUMO gap: 9.24 eV
* relative energy (zero: lowest compared OMol25 entry of this formula, charge and spin): 97.25 kcal per mole
* highest occupied orbital energy: -14.380 eV

XYZ file:
```
14
Properties=species:S:1:pos:R:3:forces:R:3
C 0.13162 0.12613 0.44770 0.9 0.4 0.8
C 0.09389 0.80782 -0.68712 -2.5 -0.3 -3.3
C -1.22353 -2.02750 1.20707 3.6 4.1 -1.5
C -0.62623 0.52734 -2.08953 -1.2 -0.4 5.1
C 1.17665 0.44879 1.46762 0.9 -3.4 -1.4
N -0.52628 -1.16402 0.85052 -2.5 -0.4 -0.7
H -0.69389 -0.49777 -1.93252 -0.1 -2.3 -1.3
H 0.65158 1.67731 -1.03208 0.7 0.1 2.2
H 0.13518 0.84796 -2.71085 0.4 0.6 -2.2
H -1.75022 -2.80884 1.63040 -1.0 -1.4 0.6
H -1.68994 0.84731 -2.07010 1.0 0.6 -0.6
H 0.80112 0.20177 2.42613 0.0 0.3 1.3
H 1.60460 1.41401 1.32595 0.2 0.5 0.1
H 1.91546 -0.40029 1.16682 -0.4 1.7 1.1
```
Positions in Å, forces in eV/Å.

Löwdin population analysis, charges in e, atoms 1 to 6: number 1, C, carries -0.265; number 2, C, carries -0.021; number 3, C, carries 0.352; number 4, C, carries -0.008; number 5, C, carries -0.026; number 6, N, carries 0.222

***

Molecular formula: C5H8N
Method: DFT, ωB97M-V/def2-TZVPD

* DFT total energy: -249.70947 Eh
* LUMO: -5.1 eV
* charge: +1
* HOMO-LUMO gap: 9.91 eV
* relative energy (zero: lowest compared OMol25 entry of this formula, charge and spin): 72.59 kcal per mole
* highest occupied orbital energy: -15.015 eV

XYZ file:
```
14
Properties=species:S:1:pos:R:3:forces:R:3
C -0.51769 -1.36878 -0.00462 0.2 0.1 -0.1
C -0.44937 0.73853 0.03322 -4.0 -2.7 -0.1
C -0.29648 2.03113 -0.00357 0.5 0.2 0.0
C -1.81156 -0.65941 0.00863 2.6 3.5 0.0
C 1.79226 -0.44535 0.01788 1.2 -0.2 -0.2
N 0.36070 -0.42191 0.02501 -0.3 -0.5 0.1
H -0.29992 -2.42549 -0.07465 0.2 -0.1 0.1
H 0.67145 2.51430 -0.01948 0.2 -0.1 0.0
H -1.14562 2.69241 -0.01147 -0.3 -0.1 0.0
H -2.38880 -0.64693 -0.90395 -0.1 -0.1 -0.2
H -2.40225 -0.67445 0.91320 0.0 -0.1 0.2
H 2.16573 -1.41510 0.34212 -0.1 0.1 0.0
H 2.17007 0.33698 0.67454 -0.1 -0.1 0.0
H 2.15150 -0.25592 -0.99686 -0.1 0.0 0.1
```
Positions in Å, forces in eV/Å.

Löwdin population analysis, charges in e, atoms 1 to 6: number 1, C, carries 0.024; number 2, C, carries -0.099; number 3, C, carries 0.122; number 4, C, carries 0.110; number 5, C, carries 0.030; number 6, N, carries -0.093